[1]
Computed, not measured: C18H18Br2MnN2O5PSTe as an isolated structure, with ωB97M-V/def2-TZVPD.

```
! wB97M-V def2-TZVPD RIJCOSX def2/J DEFGRID3
* xyz 0 3
Mn -0.70192 0.16241 -0.76096
Br 1.33160 3.68290 -3.65083
C 0.83240 3.72503 -1.83896
C 0.95047 4.93011 -1.10697
C 0.62529 4.99355 0.21605
Br 0.81465 6.63088 1.14582
C 0.14896 3.84178 0.89269
C -0.20044 3.74287 2.26170
C -0.62095 2.55054 2.77906
C -0.72351 1.42262 1.94118
N -0.41966 1.50825 0.67174
C 0.03101 2.67505 0.13462
C 0.37709 2.57822 -1.23962
O 0.27172 1.39033 -1.80795
H 1.31453 5.81256 -1.61422
H -0.12135 4.61891 2.89155
H -0.87369 2.44849 3.82440
H -1.03239 0.44865 2.30586
O -1.84799 -1.24338 -0.31799
N -3.17817 -1.13746 -0.32036
C -3.85942 -2.19755 0.16880
C -5.22275 -2.17303 0.17506
C -5.87744 -1.04070 -0.33053
C -5.15402 0.01639 -0.81670
C -3.74892 -0.02267 -0.81645
S -2.70220 1.20249 -1.39657
H -3.23269 -2.99679 0.53491
H -5.76435 -3.01866 0.57067
H -6.95821 -0.99931 -0.33539
H -5.63170 0.90194 -1.20953
C 2.40800 -5.49465 -0.47412
C 2.45311 -4.27098 0.40775
O 1.69812 -3.23948 -0.24761
P 1.45764 -1.82502 0.45716
O 0.75808 -1.05280 -0.67513
Te 0.48160 -1.95107 2.58361
O 2.89602 -1.16431 0.62127
C 3.66186 -0.84037 -0.56520
C 3.69597 0.65996 -0.73383
H 2.89584 -6.33194 0.02791
H 2.91442 -5.31729 -1.42288
H 1.37479 -5.77258 -0.68190
H 3.47659 -3.91767 0.55256
H 2.01333 -4.46273 1.38839
H 3.21807 -1.31835 -1.43857
H 4.65500 -1.26028 -0.40908
H 2.69672 1.03493 -0.95927
H 4.35947 0.93061 -1.55756
H 4.05943 1.13963 0.17542
*
```

Properties
F_max: 0.55 eV/A
calculated total energy: -8489.12880 Eh
LUMO level (spin up / spin down): -0.019 / -0.027 Ha
relative energy (zero: lowest compared OMol25 entry of this formula, charge and spin): 0.243 eV
⟨S²⟩: 2.065

---

[2]
Computed, not measured: C18H18CeFO as an isolated structure in a non-equilibrium geometry, with ωB97M-V/def2-TZVPD.

```
! wB97M-V def2-TZVPD RIJCOSX def2/J DEFGRID3
* xyz 0 2
C -0.65126 1.21606 2.11707
C 0.30681 2.14332 1.62754
C -0.23987 2.74434 0.43338
H 1.30402 2.35181 2.03936
C -1.55186 2.19436 0.21306
C -1.78990 1.24814 1.25334
H -2.72727 0.72021 1.43958
H -0.56725 0.65069 3.04018
H 0.26466 3.53975 -0.14584
H -2.27472 2.55348 -0.54563
C 1.75634 -2.05343 -0.62515
C 1.55949 -2.08173 0.77707
C 0.16081 -2.26842 1.05641
H 2.20325 -1.59645 1.54152
C -0.50277 -2.46729 -0.18188
C 0.45730 -2.32000 -1.24132
H 0.31774 -2.61219 -2.29520
H 2.70623 -1.82821 -1.12329
H -0.26114 -2.32504 2.05691
H -1.51356 -2.86761 -0.27869
Ce 0.46214 0.17246 0.08658
O -0.79451 1.17604 -3.59248
C -0.09529 2.34557 -4.03327
C -1.50409 2.06659 -4.50461
H 0.06456 3.10049 -3.28530
H 0.66708 2.15563 -4.76715
H -2.23298 2.68711 -4.02842
H -3.24248 3.13833 -6.31052
C -2.70455 2.28051 -6.71375
C -1.78416 1.60837 -5.88544
C -1.05378 0.59323 -6.51099
H -0.27269 0.09724 -5.97742
C -1.28232 0.25010 -7.84069
H -0.71552 -0.55955 -8.27317
C -2.19697 0.90599 -8.62113
H -2.36589 0.63241 -9.64170
C -2.90255 1.94804 -8.04018
H -3.60863 2.50087 -8.64749
F 2.16507 -0.02175 1.75315
*
```

Properties
F_max: 2.44 eV/A
calculated total energy: -1346.86648 Eh
LUMO level (spin up / spin down): -0.008 / -0.007 Ha
relative energy (zero: lowest compared OMol25 entry of this formula, charge and spin): 1.749 eV
⟨S²⟩: 0.751

---

[3]
Computed, not measured: C18H18Cl39F4N2O4P as an isolated structure in a non-equilibrium geometry, with ωB97M-V/def2-TZVPD.

```
! wB97M-V def2-TZVPD RIJCOSX def2/J DEFGRID3
* xyz 0 1
N 6.44774 -0.14824 -1.25609
P 5.99831 1.49831 -0.79112
O 5.40385 2.28964 -2.22266
C 4.53977 1.52520 0.42998
O 4.44315 2.56953 1.16234
O 3.55071 0.49365 0.63573
C 2.50783 0.50459 -0.35802
N 3.03400 0.45247 -1.79194
C 2.72910 -0.73294 -2.29067
O 2.17386 -1.75436 -2.78085
C 1.40031 1.65894 -0.18348
F 0.69136 1.38794 1.04133
F 1.89842 2.99498 -0.24212
C 0.27774 1.55281 -1.37235
F -0.82405 2.39286 -0.92746
F 0.78136 2.22355 -2.56106
H 7.38935 -0.32062 -0.83757
H 6.64799 -0.08171 -2.28180
H 5.55133 3.26121 -2.15914
H 1.93693 -0.50128 -0.22613
H -0.03781 0.47416 -1.58150
C 4.23500 -2.44284 -5.70711
Cl 3.04353 -2.11473 -6.97538
Cl 4.99123 -4.02170 -5.95848
Cl 5.46032 -1.16645 -5.65863
H 3.71849 -2.45775 -4.74629
C 6.18817 1.58961 4.20081
Cl 7.39901 1.69415 2.91558
Cl 6.28059 0.02374 5.02090
Cl 6.39328 2.91098 5.35963
H 5.20175 1.68111 3.74733
C -1.73704 3.60839 2.04841
Cl -2.74543 4.06323 0.66718
Cl -0.72976 4.97166 2.55735
Cl -2.73948 3.04147 3.39307
H -1.08207 2.79397 1.74111
C -5.55228 -0.29126 2.86875
Cl -5.77868 -1.68218 1.79693
Cl -4.26207 -0.61066 4.03670
Cl -5.19520 1.16717 1.93023
H -6.47804 -0.12772 3.41734
C -7.75348 3.09110 4.13778
Cl -9.07792 4.24962 4.32334
Cl -6.99273 2.75894 5.70068
Cl -8.33721 1.59174 3.39994
H -7.00481 3.52841 3.47815
C -5.29912 3.98323 -2.95913
Cl -3.70193 3.32891 -2.56907
Cl -6.57312 2.89625 -2.38650
Cl -5.49711 5.59716 -2.26083
H -5.38086 4.06570 -4.04220
C -2.69115 0.24016 7.53354
Cl -2.55007 -1.38866 6.85652
Cl -3.19137 1.38914 6.28370
Cl -3.83060 0.25468 8.88779
H -1.71324 0.54338 7.90503
C -8.01176 -0.81443 -2.76260
Cl -9.34043 0.34066 -2.58123
Cl -7.25218 -1.13957 -1.19783
Cl -8.59048 -2.31748 -3.49691
H -7.26425 -0.37585 -3.42239
C 0.23015 -4.16874 6.77274
Cl 1.02181 -5.66675 7.28321
Cl -1.45781 -4.46978 6.33351
Cl 0.33513 -2.94500 8.04672
H 0.74991 -3.79277 5.89233
C 4.59338 -5.26963 5.57378
Cl 3.44237 -4.92376 4.27438
Cl 5.31647 -6.86921 5.35181
Cl 5.84540 -4.02101 5.63595
H 4.05643 -5.26448 6.52156
C 4.34589 0.69356 -9.34043
Cl 4.18820 2.37995 -8.82715
Cl 4.33341 0.57713 -11.10642
Cl 5.82306 -0.02204 -8.67987
H 3.49332 0.13656 -8.95413
C 4.07179 -4.71241 -1.70653
Cl 4.24362 -6.32489 -2.41784
Cl 3.46298 -3.56017 -2.90605
Cl 2.99960 -4.76516 -0.29920
H 5.05430 -4.37705 -1.37690
C -5.73456 0.21628 -6.59446
Cl -6.11449 0.85283 -8.20115
Cl -6.27638 1.33804 -5.33637
Cl -6.47146 -1.37575 -6.36549
H -4.65370 0.10852 -6.51510
*
```

Properties
F_max: 9.66 eV/A
calculated total energy: -19795.24577 Eh
LUMO level: -0.031 Ha